Record 1
Formula: C34H76Cl2IN15O21P
Source: the OMol25 dataset
Level of theory: ωB97M-V with the def2-TZVPD basis set

```
150
Properties=species:S:1:pos:R:3:lowdin_charge:R:1
C 1.60 3.38 2.45 -0.130
O 2.86 3.47 3.04 -0.180
C 3.78 4.21 2.26 -0.225
C 4.16 3.56 0.93 -0.190
C 4.64 2.13 1.08 -0.208
C 4.88 1.42 -0.27 -0.195
C 4.82 -0.12 -0.17 -0.194
C 3.56 -0.78 -0.72 -0.194
C 2.23 -0.43 -0.03 -0.211
C 1.83 -1.42 1.07 -0.180
C 0.47 -2.11 0.93 -0.181
C -0.75 -1.25 0.52 -0.191
C -1.14 -1.61 -0.92 -0.162
C -2.50 -1.07 -1.37 -0.123
N -2.60 0.40 -1.31 0.006
C -1.97 1.08 -2.40 -0.691
Cl -2.82 0.88 -3.89 0.799
C -0.84 1.79 -2.34 -0.709
C -0.23 2.45 -3.53 -0.106
Cl -0.01 1.92 -0.86 0.794
C -3.20 1.05 -0.34 -0.302
N -3.77 0.39 0.75 -0.150
P -5.31 -0.30 0.48 0.768
N -6.20 0.49 -0.54 -0.236
C -3.57 1.32 1.86 -0.121
C -3.39 2.75 1.21 -0.209
C -4.54 3.66 1.64 -0.120
C -5.93 3.20 1.37 -0.246
N -6.58 2.54 2.25 0.117
N -3.30 2.39 -0.22 0.012
C -4.00 3.12 -1.29 -0.215
C -3.76 4.62 -1.41 -0.729
C -4.12 5.04 -2.87 -0.137
I -1.74 5.18 -1.02 1.013
H 1.46 4.11 1.65 0.082
H 1.45 2.38 2.03 0.067
H 0.82 3.55 3.19 0.083
H 4.67 4.33 2.87 0.126
H 3.36 5.21 2.09 0.121
H 3.30 3.61 0.27 0.100
H 4.94 4.18 0.49 0.122
H 3.93 1.58 1.69 0.098
H 5.58 2.14 1.63 0.122
H 4.17 1.78 -1.01 0.105
H 5.88 1.70 -0.58 0.108
H 5.64 -0.50 -0.77 0.107
H 5.02 -0.41 0.86 0.114
H 3.47 -0.49 -1.77 0.104
H 3.72 -1.86 -0.68 0.090
H 1.47 -0.31 -0.80 0.053
H 2.34 0.55 0.43 0.073
H 2.57 -2.22 1.06 0.092
H 1.90 -0.93 2.04 0.103
H 0.57 -2.89 0.18 0.078
H 0.25 -2.62 1.87 0.109
H -1.59 -1.52 1.16 0.107
H -0.50 -0.20 0.65 0.062
H -0.36 -1.37 -1.64 0.099
H -1.25 -2.69 -0.94 0.128
H -2.68 -1.32 -2.41 0.107
H -3.24 -1.53 -0.75 0.075
H -0.03 1.69 -4.28 0.089
H 0.72 2.92 -3.29 0.078
H -0.92 3.15 -3.99 0.075
H -5.03 -1.57 0.00 0.009
H -5.79 -0.48 1.79 0.036
H -7.06 0.79 -0.10 -0.026
H -4.23 1.24 2.71 0.101
H -2.60 1.08 2.28 0.102
H -2.44 3.13 1.54 0.126
H -4.44 3.72 2.73 0.127
H -4.41 4.68 1.29 0.106
H -6.39 3.48 0.43 0.109
H -7.53 2.35 1.92 0.057
H -3.67 2.69 -2.23 0.072
H -5.07 2.95 -1.23 0.111
H -4.42 5.18 -0.77 0.061
H -4.60 6.01 -2.85 0.083
H -4.83 4.32 -3.26 0.082
H -3.23 5.08 -3.49 0.044
C 2.18 -6.02 0.80 0.048
N 1.97 -5.09 -0.34 -0.431
O 2.74 -4.16 -0.48 0.056
O 1.03 -5.31 -1.08 0.048
H 3.04 -5.70 1.37 0.061
H 1.27 -5.99 1.40 0.110
H 2.33 -7.01 0.38 0.080
C -2.97 2.01 6.66 0.063
N -2.75 1.47 5.30 -0.430
O -2.10 2.12 4.50 0.042
O -3.26 0.40 5.04 0.060
H -2.45 2.96 6.73 0.101
H -4.04 2.13 6.80 0.107
H -2.56 1.29 7.37 0.087
C 2.48 -10.27 0.96 0.038
N 2.13 -9.35 2.07 -0.440
O 1.07 -9.50 2.63 0.077
O 2.94 -8.48 2.33 0.030
H 1.68 -10.99 0.84 0.098
H 2.62 -9.70 0.06 0.046
H 3.41 -10.77 1.23 0.110
C 1.94 -9.81 -3.84 0.062
N 2.28 -9.89 -2.40 -0.425
O 2.32 -10.98 -1.87 0.077
O 2.51 -8.84 -1.83 0.046
H 1.76 -10.82 -4.20 0.098
H 1.05 -9.20 -3.93 0.105
H 2.77 -9.35 -4.35 0.105
C -0.21 7.28 -3.57 -0.015
N 0.48 8.24 -4.47 -0.453
O -0.07 8.56 -5.50 0.087
O 1.55 8.65 -4.08 0.059
H -1.16 6.99 -4.02 0.077
H 0.45 6.42 -3.45 0.085
H -0.37 7.78 -2.62 0.078
C 0.91 -2.55 -4.08 0.038
N 1.19 -3.10 -5.44 -0.456
O 1.85 -2.42 -6.19 0.072
O 0.72 -4.19 -5.68 0.072
H 1.39 -1.58 -4.00 0.087
H -0.16 -2.48 -3.97 0.090
H 1.33 -3.25 -3.35 0.094
C 6.23 -6.28 3.53 0.055
N 6.03 -5.29 2.43 -0.441
O 6.79 -4.35 2.35 0.087
O 5.11 -5.51 1.66 0.038
H 7.08 -5.96 4.12 0.095
H 5.31 -6.29 4.11 0.102
H 6.40 -7.25 3.07 0.102
C 0.42 -0.57 5.68 0.047
N 0.33 -0.79 7.15 -0.448
O 1.09 -1.57 7.65 0.095
O -0.52 -0.15 7.74 0.049
H 1.21 -1.20 5.29 0.094
H -0.55 -0.84 5.25 0.091
H 0.63 0.47 5.52 0.099
C 3.97 9.77 -1.61 0.051
N 3.40 9.24 -0.35 -0.456
O 2.58 8.35 -0.43 0.044
O 3.79 9.72 0.69 0.071
H 3.52 9.24 -2.44 0.073
H 3.74 10.83 -1.65 0.104
H 5.05 9.61 -1.58 0.102
C -6.94 -1.05 -3.59 0.025
N -6.87 -2.14 -4.61 -0.459
O -5.96 -2.94 -4.51 0.058
O -7.73 -2.14 -5.46 0.078
H -6.11 -1.18 -2.90 0.057
H -6.87 -0.10 -4.12 0.098
H -7.89 -1.14 -3.08 0.099
```

Calculated values
spin multiplicity	1
total energy	-144238.365	eV
lowest unoccupied orbital energy	-0.115	Eh
orbital gap	8.25	eV
total charge	+1
HOMO energy	-11.39	eV

Record 2
Formula: C34H76F24N4P4
Source: the OMol25 dataset
Level of theory: ωB97M-V with the def2-TZVPD basis set

```
142
Properties=species:S:1:pos:R:3:lowdin_charge:R:1
C 8.70 -4.68 -4.68 -0.124
C 7.25 -4.36 -4.58 -0.273
C 7.00 -2.84 -4.60 -0.197
C 5.64 -2.34 -4.08 -0.059
N 5.58 -0.82 -3.60 -0.236
C 4.24 -0.40 -3.12 -0.106
C 4.18 -0.82 -1.63 -0.133
C 5.60 -1.21 -1.08 -0.111
C 6.39 -0.56 -2.26 -0.077
C 6.16 0.15 -4.68 0.061
H 9.33 -4.57 -3.79 0.082
H 9.34 -4.20 -5.42 0.085
H 8.64 -5.75 -4.85 0.081
H 6.93 -4.82 -3.65 0.113
H 6.65 -4.81 -5.38 0.115
H 7.15 -2.54 -5.63 0.119
H 7.87 -2.51 -4.02 0.104
H 5.43 -2.89 -3.16 0.112
H 4.85 -2.67 -4.76 0.137
H 4.16 0.69 -3.18 0.142
H 3.46 -0.90 -3.70 0.134
H 3.74 -0.12 -0.92 0.129
H 3.44 -1.60 -1.43 0.108
H 6.04 -0.84 -0.16 0.124
H 5.73 -2.29 -1.08 0.094
H 6.46 0.51 -2.11 0.148
H 7.34 -1.07 -2.47 0.114
H 7.22 -0.10 -4.58 0.097
H 5.87 1.17 -4.44 0.111
H 5.71 -0.16 -5.62 0.107
C -1.84 -0.58 -10.45 -0.113
C -1.85 -1.20 -9.05 -0.253
C -3.35 -1.26 -8.61 -0.155
C -3.42 -1.76 -7.10 -0.067
N -4.86 -1.91 -6.45 -0.226
C -5.45 -0.51 -6.21 -0.090
C -6.50 -0.63 -5.09 -0.101
C -6.20 -1.97 -4.43 -0.166
C -5.00 -2.58 -5.03 -0.116
C -5.77 -2.85 -7.36 0.045
H -0.87 -0.54 -10.94 0.076
H -2.19 0.45 -10.45 0.076
H -2.59 -1.03 -11.10 0.075
H -1.16 -0.77 -8.33 0.110
H -1.42 -2.20 -9.14 0.101
H -3.84 -2.00 -9.24 0.104
H -3.73 -0.24 -8.65 0.118
H -2.86 -1.15 -6.39 0.131
H -3.20 -2.82 -7.00 0.119
H -5.76 -0.12 -7.18 0.133
H -4.64 0.15 -5.91 0.139
H -7.46 -0.82 -5.56 0.116
H -6.37 0.27 -4.49 0.143
H -7.08 -2.62 -4.43 0.120
H -5.85 -1.96 -3.40 0.131
H -4.85 -3.66 -5.10 0.129
H -4.05 -2.33 -4.56 0.131
H -5.37 -3.85 -7.49 0.104
H -5.71 -2.44 -8.36 0.079
H -6.81 -2.75 -7.03 0.106
C 0.96 -8.99 4.98 -0.087
C 0.06 -8.27 3.96 -0.208
C -0.31 -6.81 4.55 -0.095
N -1.14 -6.03 3.55 -0.219
C -0.13 -5.54 2.47 0.033
C -1.93 -4.82 4.09 -0.072
C -3.29 -4.73 3.37 -0.119
C -3.29 -5.90 2.39 -0.165
C -2.21 -6.84 2.77 -0.118
H 0.50 -8.84 5.96 0.079
H 1.82 -8.33 5.10 0.075
H 1.16 -10.02 4.67 0.088
H -0.84 -8.89 3.91 0.100
H 0.45 -8.12 2.96 0.092
H 0.59 -6.23 4.73 0.126
H -0.80 -6.82 5.53 0.130
H 0.49 -6.34 2.05 0.094
H 0.65 -4.91 2.90 0.108
H -0.71 -4.99 1.73 0.117
H -1.33 -3.94 3.88 0.132
H -2.10 -4.86 5.17 0.132
H -3.52 -3.70 3.09 0.136
H -4.04 -4.86 4.16 0.116
H -3.14 -5.54 1.37 0.122
H -4.25 -6.42 2.42 0.129
H -1.84 -7.57 2.05 0.140
H -2.68 -7.48 3.52 0.134
C -1.69 2.71 6.67 -0.097
C -0.71 3.65 7.31 -0.221
C 0.83 3.41 7.05 -0.099
N 1.63 4.28 8.05 -0.245
C 1.44 3.54 9.40 0.026
C 3.14 4.25 7.62 -0.073
C 3.77 5.51 8.31 -0.093
C 2.47 6.44 8.59 -0.127
C 1.22 5.78 8.08 -0.086
H -1.97 3.17 5.72 0.094
H -2.61 2.60 7.25 0.077
H -1.47 1.67 6.43 0.072
H -0.91 3.62 8.38 0.095
H -0.94 4.64 6.91 0.119
H 1.01 3.79 6.04 0.141
H 1.16 2.38 7.11 0.124
H 0.72 4.09 9.99 0.098
H 2.39 3.63 9.94 0.098
H 1.08 2.52 9.26 0.102
H 3.43 3.23 7.88 0.124
H 3.23 4.40 6.55 0.135
H 4.22 5.24 9.26 0.099
H 4.42 5.99 7.58 0.114
H 2.37 6.67 9.65 0.112
H 2.62 7.30 7.94 0.123
H 0.35 5.90 8.71 0.136
H 1.06 6.04 7.04 0.151
P -2.89 1.22 -0.02 0.212
F -1.48 1.99 -0.45 -0.226
F -3.16 2.51 0.98 -0.179
F -3.45 2.17 -1.21 -0.174
F -4.27 0.47 0.30 -0.162
F -2.29 0.10 -1.05 -0.233
F -2.16 0.38 1.23 -0.237
P -2.48 9.31 3.27 0.237
F -2.09 8.95 4.81 -0.196
F -2.52 7.69 2.87 -0.204
F -4.09 9.51 3.76 -0.235
F -2.84 9.61 1.74 -0.187
F -2.45 10.91 3.45 -0.192
F -0.97 9.29 2.57 -0.223
P -6.50 6.89 -2.98 0.244
F -5.34 8.10 -3.08 -0.236
F -5.40 6.06 -3.74 -0.167
F -5.73 6.63 -1.52 -0.220
F -7.42 5.55 -2.61 -0.210
F -7.53 7.91 -2.15 -0.214
F -7.17 7.27 -4.43 -0.197
P 3.61 5.72 1.07 0.163
F 4.08 6.58 2.38 -0.190
F 3.23 7.13 0.23 -0.202
F 5.03 5.48 0.44 -0.151
F 3.01 4.90 -0.21 -0.212
F 3.73 4.27 1.82 -0.227
F 2.09 5.76 1.63 -0.181
```

Calculated values
spin multiplicity	1
total energy	-144833.745	eV
lowest unoccupied orbital energy	-0.062	Eh
orbital gap	5.13	eV
HOMO energy	-6.83	eV

Record 3
Formula: C34H77N11O14
Source: the OMol25 dataset
Level of theory: ωB97M-V with the def2-TZVPD basis set

```
136
Properties=species:S:1:pos:R:3:lowdin_charge:R:1
O 1.81 -3.88 -2.28 0.029
C 1.42 -3.34 -3.28 -0.625
N 1.88 -2.13 -3.57 0.191
C 0.57 -3.99 -4.29 0.019
H 2.69 -1.75 -3.10 0.105
H 1.42 -1.55 -4.26 0.121
H -0.26 -4.25 -3.62 0.061
H 0.98 -4.96 -4.56 0.101
H 0.21 -3.35 -5.10 0.094
O 1.14 3.60 0.70 -0.020
C 1.00 4.12 1.79 -0.591
N 1.95 4.94 2.17 0.191
C -0.26 3.96 2.63 0.027
H 2.66 4.90 1.45 0.069
H 2.05 5.41 3.05 0.123
H -0.38 4.68 3.43 0.079
H -0.22 2.98 3.12 0.084
H -1.16 3.98 2.01 0.062
O -3.60 7.54 -0.02 -0.002
C -4.11 6.42 -0.24 -0.571
N -5.43 6.30 -0.33 0.152
C -3.25 5.18 -0.46 0.004
H -6.08 6.99 0.02 0.117
H -5.84 5.42 -0.59 0.099
H -2.77 4.83 0.45 0.068
H -2.59 5.29 -1.32 0.070
H -3.88 4.33 -0.75 0.059
O -2.07 2.85 -3.56 0.054
C -2.70 3.81 -3.80 -0.721
N -2.14 4.97 -3.88 0.196
C -4.17 3.72 -3.78 -0.010
H -2.68 5.79 -4.12 0.120
H -1.14 5.06 -3.98 0.068
H -4.66 4.68 -3.65 0.078
H -4.44 2.98 -3.03 0.086
H -4.49 3.31 -4.73 0.089
O -4.04 -2.33 3.24 0.022
C -4.70 -2.42 2.20 -0.599
N -5.89 -1.84 2.14 0.159
C -4.31 -3.35 1.09 -0.003
H -6.51 -2.03 1.37 0.103
H -6.22 -1.17 2.81 0.118
H -3.30 -3.26 0.69 0.061
H -4.95 -3.35 0.21 0.063
H -4.44 -4.39 1.42 0.097
O 0.73 5.02 -3.94 0.030
C 1.17 4.80 -2.87 -0.604
N 0.53 3.94 -2.09 0.199
C 2.51 5.41 -2.36 0.020
H 0.70 3.77 -1.11 0.053
H -0.22 3.37 -2.47 0.074
H 2.59 6.38 -2.86 0.076
H 3.38 4.80 -2.61 0.070
H 2.53 5.52 -1.28 0.059
O 4.28 4.25 0.59 0.021
C 5.01 3.34 0.28 -0.629
N 6.19 3.24 0.78 0.186
C 4.49 2.12 -0.49 0.021
H 6.38 3.91 1.52 0.129
H 6.90 2.56 0.55 0.124
H 4.13 2.42 -1.47 0.080
H 3.67 1.80 0.15 0.054
H 5.19 1.29 -0.60 0.076
O -4.75 -3.51 -2.51 0.056
C -3.76 -2.86 -2.37 -0.675
N -2.55 -3.39 -2.50 0.177
C -3.89 -1.46 -1.90 -0.003
H -2.47 -4.20 -3.09 0.109
H -1.77 -2.81 -2.23 0.076
H -4.76 -1.04 -2.40 0.091
H -3.05 -0.92 -2.34 0.077
H -3.97 -1.40 -0.81 0.069
O 4.56 -2.41 1.22 0.010
C 4.11 -2.92 0.20 -0.595
N 2.86 -3.37 0.26 0.177
C 4.86 -3.07 -1.07 -0.003
H 2.27 -3.40 1.08 0.104
H 2.32 -3.46 -0.59 0.037
H 4.69 -2.30 -1.82 0.071
H 4.77 -4.05 -1.54 0.085
H 5.92 -2.95 -0.83 0.084
O -2.32 -0.40 5.45 0.027
C -1.12 -0.59 5.49 -0.636
N -0.44 -0.34 6.58 0.168
C -0.32 -1.13 4.33 0.007
H -0.97 0.16 7.28 0.116
H 0.56 -0.21 6.63 0.078
H -1.01 -1.59 3.63 0.071
H 0.43 -1.80 4.74 0.087
H 0.26 -0.35 3.85 0.062
C -2.42 1.26 0.75 -0.061
C -1.14 1.12 -0.02 -0.252
N -0.90 -0.27 -0.34 -0.182
C 0.23 -0.49 -1.24 -0.231
C 1.57 0.06 -0.66 -0.072
C -0.74 -1.17 0.81 -0.223
C -0.60 -2.68 0.54 -0.066
H -3.23 0.85 0.14 0.067
H -2.65 2.32 0.69 0.051
H -2.48 0.82 1.74 0.080
H -1.24 1.61 -0.99 0.112
H -0.28 1.55 0.50 0.086
H 0.09 0.15 -2.11 0.107
H 0.25 -1.51 -1.63 0.077
H 1.96 -0.62 0.09 0.055
H 1.51 1.07 -0.27 0.046
H 2.32 0.05 -1.46 0.058
H 0.08 -0.76 1.39 0.099
H -1.66 -1.19 1.40 0.094
H -1.18 -2.95 -0.34 0.049
H 0.42 -3.01 0.33 0.033
H -0.98 -3.28 1.36 0.080
O 0.53 -5.46 1.27 0.136
C 0.20 -6.03 0.28 -0.411
O -1.11 -6.36 -0.07 0.020
C -1.24 -7.29 -1.06 -0.204
C 0.11 -7.26 -1.79 -0.162
C 1.03 -6.65 -0.82 -0.104
H -1.99 -7.00 -1.79 0.122
H -1.45 -8.33 -0.82 0.126
H 0.03 -6.85 -2.80 0.104
H 0.50 -8.27 -1.89 0.112
H 1.82 -6.00 -1.20 0.107
H 1.62 -7.44 -0.34 0.133
O 2.72 -0.25 6.00 0.061
C 3.02 0.00 4.82 -0.393
O 2.42 1.02 4.08 -0.011
C 2.92 1.14 2.73 -0.139
C 4.20 0.35 2.81 -0.174
C 4.13 -0.61 3.99 -0.063
H 3.23 2.18 2.62 0.115
H 2.24 0.77 1.97 0.103
H 5.02 1.02 3.08 0.111
H 4.56 -0.19 1.93 0.090
H 5.05 -0.70 4.56 0.134
H 3.79 -1.57 3.59 0.119
```

Calculated values
spin multiplicity	1
total energy	-81567.369	eV
lowest unoccupied orbital energy	0.003	Eh
orbital gap	8.24	eV
HOMO energy	-8.16	eV